Run w
The following is a quantum chemistry calculation of a 2-piece molecular cluster, CH3NO4 overall, from OMol25.

```
9
Properties=species:S:1:pos:R:3:mulliken_charge:R:1
C -0.3447 -0.1215 1.4345 -0.49
N 0.4932 0.5090 -2.0035 0.99
O 1.3953 0.7034 -1.3463 -0.41
O -0.1448 0.5414 -2.9286 -0.46
O 0.4646 -0.6880 0.4245 -0.01
O -0.2627 -1.2068 -0.5464 -0.34
H -1.3517 0.0838 0.9774 0.28
H 0.2033 0.9399 1.6612 0.20
H -0.4524 -0.7612 2.3272 0.23
```

Summary:
highest occupied orbital energy (spin up / spin down)	-8.09 / -10.01	eV
gap between HOMO and LUMO (spin up / spin down)	7.62 / 10.35	eV
net charge	0

---

Run x
The following is a quantum chemistry calculation of a 2-piece molecular cluster, CH3NO4 overall, from OMol25.

```
9
Properties=species:S:1:pos:R:3:mulliken_charge:R:1
O -0.0836 -1.2161 -0.1573 -0.43
C -0.3672 -1.1041 0.9852 0.20
O -0.1737 -0.1072 1.8165 -0.38
H -0.5795 -2.0428 1.6153 0.29
H 0.2842 0.6119 1.4748 0.35
O 0.5917 2.2024 -0.5869 -0.38
N 0.1811 1.0953 -0.8008 0.31
O 0.2952 0.6830 -2.1156 -0.35
H -0.1483 -0.1223 -2.2312 0.38
```

Summary:
highest occupied orbital energy	-10.13	eV
SMILES string	O=CO.O=NO
gap between HOMO and LUMO	10.25	eV
net charge	0

---

run x is preferred energetically. Next in line: 132.8 kcal/mol higher.

---

Run w
The following is a quantum chemistry calculation of one molecule with the formula CH3NO4, from OMol25.

```
9
Properties=species:S:1:pos:R:3:mulliken_charge:R:1
O -1.5851 -1.2249 0.4231 -0.60
N -1.6663 -0.1049 0.0336 1.15
O -2.6859 0.5215 -0.1111 -0.61
O -0.6460 0.5535 -0.2974 -0.40
C 0.9792 -0.1384 -0.2426 -0.11
O 1.4509 0.1936 0.8965 -0.37
H 1.3266 0.4437 -1.0644 0.30
H 0.8820 -1.2845 -0.3403 0.25
H 1.9446 1.0404 0.7025 0.39
```

Summary:
highest occupied orbital energy	-10.24	eV
SMILES string	O=[N+]([O-])OCO
gap between HOMO and LUMO	10.28	eV
net charge	0

---

Run x
The following is a quantum chemistry calculation of a 2-piece molecular cluster, CH3NO4 overall, from OMol25.

```
9
Properties=species:S:1:pos:R:3:mulliken_charge:R:1
C -0.1000 -0.3594 -0.1594 -0.34
N 0.0050 -1.7328 -0.4182 0.04
O -3.2433 -0.5634 1.1217 -0.24
O 1.0720 -2.2335 -0.6085 -0.34
O -3.7041 0.1009 0.1651 0.43
O -2.8852 0.4224 -0.7014 -0.24
H -0.8872 -0.2505 0.7394 0.13
H 0.8182 0.2712 -0.1381 0.40
H -0.7935 0.1470 -0.9659 0.17
```

Summary:
highest occupied orbital energy	-8.87	eV
gap between HOMO and LUMO	5.89	eV
net charge	0

---

run w is preferred energetically. Next in line: 121.1 kcal/mol higher.

---

Run w
The following is a quantum chemistry calculation of C7H12O3 as an isolated structure, from OMol25.

```
22
Properties=species:S:1:pos:R:3:mulliken_charge:R:1
C 2.2057 -0.0860 0.6090 -1.45
C 0.7363 -0.3690 0.8797 1.38
C -0.0286 -1.0623 -0.8658 -0.55
C 0.7201 -1.1357 -1.9802 -0.71
O 0.4065 -1.0998 1.8594 -0.77
H -0.6209 -1.9300 -0.5853 0.39
H 2.3501 0.5568 -0.2594 0.33
H 2.6390 0.4073 1.4804 0.38
H 2.7033 -1.0417 0.4356 0.37
H 1.3598 -0.3162 -2.2909 0.26
H 0.7485 -2.0359 -2.5853 0.29
C -2.3744 -0.0036 -0.3630 -1.55
C -0.2120 0.9320 0.6713 0.30
C -0.9446 0.4333 -0.5400 0.08
O 0.4755 2.1312 0.4109 -0.58
O -0.9861 1.0769 1.8233 -0.67
H -0.7857 0.2564 2.3421 0.43
H 0.6173 2.5269 1.2841 0.39
H -0.7816 1.0537 -1.4194 0.57
H -2.7638 -0.4852 -1.2624 0.45
H -2.9775 0.8810 -0.1225 0.37
H -2.4869 -0.6902 0.4784 0.29
```

Summary:
highest occupied orbital energy	-9.00	eV
gap between HOMO and LUMO	8.38	eV
net charge	0

---

Run x
The following is a quantum chemistry calculation of one molecule with the formula C7H12O3, from OMol25.

```
22
Properties=species:S:1:pos:R:3:mulliken_charge:R:1
C -4.8770 0.8617 0.4105 -1.46
C -3.4123 0.5985 0.1678 -0.02
C -2.7722 0.8326 -1.1657 -1.04
C -2.4196 1.7324 -0.0005 0.98
C -2.8503 3.1896 -0.0015 -0.79
C -1.7430 4.0322 -0.6245 -0.53
O -0.5178 3.6323 -0.0229 -0.60
C -1.0875 1.5734 0.6700 0.50
O -0.9194 1.5336 1.8662 -0.56
O 0.0959 1.1279 -0.2822 -0.66
H -5.2693 1.6472 -0.2489 0.29
H -5.4558 -0.0520 0.2146 0.39
H -5.0577 1.1614 1.4528 0.34
H -3.0082 -0.2523 0.7229 0.41
H -2.0766 0.0728 -1.5274 0.40
H -3.3727 1.3020 -1.9479 0.27
H -3.7779 3.3302 -0.5688 0.36
H -3.0239 3.5104 1.0355 0.30
H -1.6982 3.8482 -1.7094 0.28
H -1.9226 5.1008 -0.4338 0.35
H 0.1578 3.0078 -0.7236 0.43
H -0.3158 0.9181 -1.1289 0.35
```

Summary:
highest occupied orbital energy	-10.13	eV
SMILES string	C[C@H]1C[C@]1(CCO)C(=O)O
gap between HOMO and LUMO	10.66	eV
net charge	0

---

run x is preferred energetically. Next in line: 21.6 kcal/mol higher.